1.
Below is a 2-piece molecular cluster, C2H5S overall in a non-equilibrium geometry, with properties calculated with ωB97M-V/def2-TZVPD.

Last column: Mulliken charge in e.
CARTESIAN COORDINATES (ANGSTROEM)
S1 -0.801 2.019 3.217  -0.9199
H1 -0.966 1.114 4.179  -0.0719
C1 0.706 -0.477 -0.729  -0.4763
C2 -0.123 -0.610 -1.751  -0.4395
H2 1.778 -0.656 -0.703  0.2123
H3 0.323 -0.158 0.230  0.2424
H4 0.255 -0.878 -2.743  0.2040
H5 -1.172 -0.354 -1.701  0.2489

Results
* orbital gap: 6.13 eV
* E: -477.3802 hartree
* E_LUMO: 3.77 eV
* total charge: -1
* max |F|: 0.023 Eh/bohr

---

2.
Below is a 6-piece molecular cluster, C33H42N7O overall in a non-equilibrium geometry, with properties calculated with ωB97M-V/def2-TZVPD.

Last column: Mulliken charge in e.
CARTESIAN COORDINATES (ANGSTROEM)
N1 0.693 0.113 1.952  0.1251
C1 1.292 -0.690 0.974  -0.0925
O1 2.482 -0.981 1.047  -0.6386
C2 0.454 -1.185 -0.195  -0.3348
C3 -0.709 -0.287 -0.683  -0.7784
C4 -2.045 -0.631 -0.008  1.2638
C5 -3.099 0.470 -0.128  -0.0523
C6 -4.509 -0.036 0.285  -0.5583
C7 -4.509 -1.395 0.987  -0.7120
N2 -3.657 -2.452 0.291  0.1441
C8 -2.658 -1.868 -0.672  -1.5259
H1 -0.227 0.447 1.696  0.0002
H2 0.691 -0.320 2.869  0.1887
H3 1.142 -1.431 -1.007  0.2193
H4 0.034 -2.147 0.145  0.2925
H5 -0.456 0.767 -0.527  0.4945
H6 -0.815 -0.468 -1.754  -0.1736
H7 -1.851 -0.871 1.053  0.4531
H8 -3.136 0.750 -1.190  0.3368
H9 -2.809 1.352 0.446  -0.5978
H10 -5.198 -0.043 -0.563  0.3684
H11 -4.945 0.653 1.020  0.3713
H12 -4.102 -1.294 1.998  0.3255
H13 -5.519 -1.804 1.084  0.4472
H14 -3.123 -2.935 1.012  0.3679
H15 -4.228 -3.159 -0.170  0.4113
H16 -3.207 -1.555 -1.568  0.3448
H17 -1.935 -2.644 -0.947  0.4590
N3 3.990 2.641 -0.917  -0.5339
C9 3.575 1.958 0.150  -0.1873
C10 3.692 2.423 1.452  -0.2530
C11 4.277 3.662 1.660  -0.4849
C12 4.714 4.384 0.560  -0.3501
C13 4.547 3.831 -0.701  -0.3427
H18 3.136 0.990 -0.045  0.4956
H19 3.341 1.814 2.275  0.4491
H20 4.398 4.055 2.661  0.4554
H21 5.180 5.353 0.674  0.3847
H22 4.879 4.366 -1.584  0.3728
N4 -0.190 -1.577 4.983  -0.4410
C14 0.549 -1.218 6.032  -0.1343
C15 1.162 -2.124 6.884  -0.4761
C16 0.999 -3.477 6.639  -0.1778
C17 0.232 -3.869 5.553  -0.6255
C18 -0.334 -2.883 4.763  0.1679
H23 0.652 -0.151 6.196  0.3672
H24 1.752 -1.773 7.719  0.3620
H25 1.463 -4.214 7.281  0.3826
H26 0.079 -4.914 5.322  0.3505
H27 -0.937 -3.155 3.901  0.2357
N5 -0.785 0.583 -3.860  -0.1439
C19 -1.495 0.618 -4.988  -0.0726
C20 -0.950 0.928 -6.224  -0.6978
C21 0.409 1.201 -6.296  -0.2073
C22 1.159 1.163 -5.131  -0.9375
C23 0.513 0.863 -3.943  -0.0898
H28 -2.548 0.375 -4.897  0.3256
H29 -1.572 0.942 -7.108  0.4086
H30 0.873 1.439 -7.244  0.4088
H31 2.220 1.371 -5.137  0.4632
H32 1.066 0.833 -3.009  0.5042
N6 0.215 -3.592 -3.172  -0.3592
C24 1.043 -4.629 -3.047  -0.2587
C25 2.221 -4.762 -3.766  -0.4339
C26 2.564 -3.764 -4.664  -0.4163
C27 1.715 -2.677 -4.806  -0.3973
C28 0.558 -2.642 -4.044  -0.2141
H33 0.746 -5.391 -2.335  0.3560
H34 2.854 -5.626 -3.621  0.3838
H35 3.477 -3.830 -5.240  0.3886
H36 1.941 -1.872 -5.491  0.4135
H37 -0.132 -1.810 -4.120  0.5422
N7 -1.270 2.825 1.679  -0.1440
C29 -2.272 3.704 1.725  -0.1187
C30 -2.115 5.029 2.094  -0.7338
C31 -0.847 5.472 2.437  -0.1802
C32 0.205 4.572 2.394  -0.6748
C33 -0.056 3.266 2.010  -0.0596
H38 -3.253 3.329 1.449  0.2790
H39 -2.965 5.696 2.110  0.3681
H40 -0.683 6.501 2.730  0.4234
H41 1.212 4.872 2.648  0.3998
H42 0.743 2.536 1.957  0.3082

Results
* orbital gap: 8.18 eV
* E: -1740.9822 hartree
* E_LUMO: -2.86 eV
* total charge: +1
* max |F|: 0.030 Eh/bohr

---

3.
Below is one molecule with the formula CH2N2O3S in a non-equilibrium geometry, with properties calculated with ωB97M-V/def2-TZVPD.

Last column: Mulliken charge in e.
CARTESIAN COORDINATES (ANGSTROEM)
C1 -1.144 0.640 -0.133  0.1526
N1 0.097 -0.227 -0.096  -0.0975
N2 1.232 0.441 -0.012  1.2001
O1 1.123 1.666 0.093  -0.6488
O2 -2.155 0.099 0.042  -0.3766
O3 2.248 -0.237 -0.062  -0.6283
S1 0.220 -1.872 -0.169  -0.0821
H1 -0.919 1.752 -0.383  0.3317
H2 -0.701 -2.262 0.721  0.1488

Results
* orbital gap: 9.62 eV
* E: -772.5655 hartree
* E_LUMO: -0.25 eV
* SMILES: O=CN(S)[N+](=O)[O-]
* total charge: 0
* max |F|: 0.069 Eh/bohr

---

4.
Below is C20H23CeCl2N8PS5Sb as an isolated structure, with properties calculated with ωB97M-V/def2-TZVPD.

Last column: Mulliken charge in e.
CARTESIAN COORDINATES (ANGSTROEM)
Ce1 -0.350 -0.008 0.456  -0.0316
C1 5.476 0.430 -2.180  -0.8369
N1 4.198 -0.257 -2.059  0.2061
C2 3.891 -1.483 -2.588  -0.9150
C3 2.607 -1.749 -2.207  -0.2787
N2 2.122 -0.714 -1.456  0.6615
C4 3.095 0.166 -1.379  -0.4228
P1 3.020 1.709 -0.424  -0.0787
C5 2.745 0.914 1.199  0.2472
N3 2.051 -0.196 1.428  0.2065
C6 2.275 -0.508 2.745  -0.5688
C7 3.117 0.398 3.300  -0.7080
N4 3.429 1.287 2.300  0.2972
C8 4.151 2.535 2.506  -0.8686
C9 1.413 2.316 -1.070  -0.2229
N5 0.354 1.605 -1.451  0.5281
C10 -0.515 2.501 -2.023  -0.6229
C11 0.029 3.742 -2.015  -0.7496
N6 1.264 3.610 -1.431  0.2910
C12 2.096 4.739 -1.031  -0.8835
H1 6.110 -0.145 -2.849  0.3223
H2 5.965 0.510 -1.211  0.3023
H3 5.335 1.426 -2.594  0.3237
H4 4.600 -2.041 -3.176  0.4311
H5 2.024 -2.629 -2.430  0.3224
H6 1.811 -1.356 3.216  0.4725
H7 3.499 0.508 4.299  0.4564
H8 4.817 2.407 3.355  0.3413
H9 3.433 3.330 2.708  0.3114
H10 4.740 2.779 1.625  0.3280
H11 -1.485 2.203 -2.385  0.5027
H12 -0.347 4.694 -2.345  0.4668
H13 1.862 5.577 -1.682  0.3415
H14 3.148 4.488 -1.137  0.3377
H15 1.873 4.996 0.004  0.3047
Cl1 -3.618 -1.045 -1.168  -0.0631
C13 -3.940 -1.361 0.552  -0.2323
Cl2 -2.604 -2.281 1.287  -0.0071
H16 -4.838 -1.960 0.629  0.4073
H17 -3.996 -0.404 1.059  0.1969
S1 -2.460 1.734 0.477  -0.6064
Sb1 -1.350 2.239 2.527  0.7083
S2 0.676 3.069 1.790  -0.4436
S3 -0.867 0.000 3.150  -0.5844
S4 -2.533 3.435 3.998  -0.6387
N7 -0.988 -1.058 -3.141  -0.1837
C14 -0.708 -2.115 -2.358  0.0652
N8 -0.412 -2.019 -1.096  0.7790
C15 -0.011 -3.254 -0.584  -0.7537
C16 0.492 -3.466 0.697  0.1314
C17 0.870 -4.746 1.059  -0.9358
C18 0.755 -5.810 0.162  -0.5928
C19 0.272 -5.606 -1.120  -0.4675
C20 -0.098 -4.317 -1.479  0.8936
S5 -0.663 -3.731 -3.022  -0.3005
H18 -0.743 -0.136 -2.813  0.0832
H19 -1.177 -1.180 -4.118  0.2110
H20 0.597 -2.649 1.406  0.2605
H21 1.262 -4.924 2.052  0.4391
H22 1.054 -6.804 0.467  0.3982
H23 0.195 -6.428 -1.820  0.4212

Results
* orbital gap (alpha / beta): 6.74 / 6.74 eV
* E: -5182.2363 hartree
* E_LUMO (alpha / beta): -0.02 / -0.02 eV
* total charge: 0
* 2S+1: 2
* max |F|: 0.015 Eh/bohr